Computed, not measured: a molecular structure, C13H18N5O4S2Ti at a distorted geometry, with the ωB97M-V functional and the def2-TZVPD basis.

Summary:
2S+1 = 2
Kohn-Sham gap (alpha / beta) = 4.59 / 5.41 eV
<S²> = 0.7816
net charge = -2

XYZ file:
```
43
Properties=species:S:1:pos:R:3:forces:R:3
Ti -0.796 0.409 -0.194 -0.1903 1.3290 -2.5407
N -1.275 1.965 1.319 0.3741 -0.0470 0.3380
C -0.525 1.558 2.528 -0.1096 -0.0028 -0.1396
C 0.856 1.014 2.144 0.0820 -0.1228 -0.1808
O 1.778 1.051 2.974 0.0720 0.0226 0.0132
N 0.870 0.523 0.913 0.4518 -0.4485 0.7016
C 2.076 0.004 0.304 -0.0667 0.1822 0.3058
C 1.753 -0.672 -1.028 -0.4290 0.1086 0.0696
O 2.632 -1.270 -1.629 0.0434 -0.0379 -0.1639
O 0.518 -0.530 -1.425 0.4331 0.1232 0.3567
H -2.253 2.130 1.517 -0.0596 -0.0409 -0.0227
H -0.831 2.773 0.870 -0.0224 0.0011 -0.0425
H -0.401 2.364 3.252 0.0562 0.0842 -0.0085
H -1.072 0.742 3.002 -0.0443 0.0067 0.0391
H 2.775 0.814 0.076 0.0331 0.0496 0.0381
H 2.590 -0.700 0.962 0.0566 -0.0539 -0.0275
O -1.956 -0.527 1.003 0.0269 -0.6365 0.2143
N -1.374 -1.532 0.230 -0.0610 -0.4786 0.1404
C -0.473 -2.398 0.909 -0.5115 0.3160 0.0088
C -0.259 -3.654 0.455 -0.0104 -0.1580 -0.1274
C -0.956 -4.146 -0.669 0.0070 0.0471 0.0719
C -1.877 -3.308 -1.314 -0.0048 0.0025 -0.0160
C -2.132 -2.011 -0.914 0.0566 0.0377 0.5273
S -3.080 -0.816 -1.658 0.2039 -0.0200 0.0718
H 0.033 -1.945 1.747 0.0189 0.0558 -0.0073
H 0.483 -4.257 0.965 -0.0151 -0.0298 -0.0085
H -0.763 -5.144 -1.041 -0.0043 0.0045 -0.0038
H -2.398 -3.638 -2.204 0.0047 -0.0226 0.0023
S 0.382 2.785 -1.166 -0.2138 -0.1175 0.0709
C -1.130 1.906 -1.744 -0.4979 -0.0131 -0.0131
N -1.044 1.385 -3.097 -0.0160 0.0065 0.3229
C -0.990 2.398 -4.127 0.0473 0.0262 -0.1881
C -2.256 3.239 -4.045 -0.0608 -0.0060 -0.0485
C -2.363 3.812 -2.643 0.0425 0.0370 -0.0029
N -2.367 2.717 -1.674 0.3047 -0.0648 0.0210
H -0.261 0.750 -3.150 0.0608 -0.0802 0.0134
H -0.929 1.896 -5.098 0.0036 0.0068 -0.0138
H -0.114 3.065 -4.038 0.0018 -0.0338 0.0908
H -3.122 2.599 -4.244 0.0126 0.0228 0.0086
H -2.232 4.047 -4.785 0.0004 -0.0067 0.0055
H -3.284 4.394 -2.524 -0.0320 -0.0327 -0.0025
H -1.507 4.488 -2.479 -0.0085 0.0014 0.0275
H -2.379 3.143 -0.758 -0.0360 -0.0173 0.0987
```
Positions in Å, forces in eV/Å.